The following is a DFT calculation (ωB97M-V with the def2-TZVPD basis set) of 23 unconnected molecules or ions with the total composition C92H161N23.

The calculation puts the molecular weight at 1589.46 g mol⁻¹. Its frontier orbital gap is 11.3 eV. The LUMO energy is 0.18 eV. For the HOMO energy, the calculation gives -11.10 eV.

Positions of all 276 atoms, in Å:
N: -28.72414 -8.47121 16.06781
N: -26.76924 5.30671 10.91849
N: -32.75635 6.01717 5.82895
N: -32.53667 -0.60880 6.79078
N: -27.65854 -2.13927 9.77161
N: -29.28583 -1.02815 24.00372
N: -29.46665 3.98445 5.22289
N: -29.34682 2.93453 9.48651
N: -26.35684 -0.28447 14.01289
N: -24.19898 -4.38336 13.99569
N: -25.92011 1.71638 7.03976
N: -28.13581 -5.68748 13.04443
N: -26.27393 -3.91730 6.77746
N: -20.24060 -0.44591 12.13307
N: -29.81589 3.77318 17.17231
N: -32.84525 -1.34308 10.47925
N: -31.35620 -3.78473 19.05642
N: -33.64962 -5.14383 7.81166
N: -29.24347 -1.93306 15.53686
N: -35.70527 0.62358 15.03988
N: -34.61719 -5.74040 14.29698
N: -23.06002 -8.30208 10.81291
N: -27.78872 3.83984 14.77693
C: -27.37957 -6.52860 13.30482
C: -31.66607 -6.11964 16.66943
C: -29.16518 4.65420 6.08668
C: -29.85227 -4.40895 8.42010
C: -36.78899 -3.82080 6.79679
C: -28.14298 -9.13093 12.31182
C: -28.79682 5.61426 7.12383
C: -32.99685 -3.37971 4.10645
C: -23.81810 -1.43118 5.81324
C: -32.91158 5.41520 4.88182
C: -29.24072 1.41632 16.20725
C: -29.83575 3.84525 9.96649
C: -31.29806 -8.63671 16.33405
C: -27.58940 1.23870 18.11827
C: -25.81631 -3.00048 7.28475
C: -32.11701 1.04349 9.77996
C: -32.27909 0.58695 14.04573
C: -28.37249 -1.03567 23.28836
C: -34.90191 1.44284 15.10748
C: -33.14222 2.10680 9.53568
C: -31.67044 -2.57400 3.94176
C: -33.76311 -5.00242 14.05117
C: -34.94761 -2.90443 8.32640
C: -31.27579 -2.68497 18.68440
C: -29.10843 -2.05999 14.42173
C: -31.08175 -1.33349 18.08973
C: -31.78554 -1.09012 4.35005
C: -25.05892 -1.93212 7.91763
C: -33.78888 2.41145 15.08347
C: -26.59263 -7.64981 13.74440
C: -24.33237 2.71062 9.96415
C: -25.24121 -5.40562 10.03104
C: -30.62221 4.10366 12.73654
C: -32.73427 2.42267 4.86425
C: -26.26673 5.56243 7.14445
C: -32.05927 -4.20166 12.35241
C: -22.77155 2.54517 15.77547
C: -31.26850 5.01486 11.71844
C: -24.37934 0.48599 15.45773
C: -26.27122 2.82097 11.64341
C: -27.04201 -2.27004 21.58418
C: -28.35213 -1.15788 6.32426
C: -31.95442 -7.37542 15.83311
C: -30.76766 -3.19862 8.09164
C: -20.83772 -1.44291 12.19075
C: -27.17942 -0.96213 22.40657
C: -28.96279 -2.17292 12.96330
C: -29.52228 2.75273 16.69599
C: -32.76827 -3.93856 13.72076
C: -27.48501 6.44028 6.96052
C: -31.68749 -0.20204 18.95533
C: -23.69943 -1.78620 7.26776
C: -23.90422 -1.23621 11.66514
C: -23.65454 1.70211 14.80246
C: -26.38926 -3.84093 15.33608
C: -21.77261 -2.57668 12.24202
C: -27.84340 1.01121 16.67281
C: -26.64225 4.19598 11.22745
C: -28.76528 -0.11447 7.36086
C: -29.14732 0.30431 12.25615
C: -32.44380 1.62943 15.17380
C: -35.96516 -2.60951 7.25267
C: -25.21948 -4.20856 14.48849
C: -27.18415 4.80760 14.77432
C: -28.46073 1.32953 6.70195
C: -24.40418 5.19539 14.00615
C: -29.87378 -8.51415 16.12563
C: -23.70003 -7.97700 9.92106
C: -31.07743 -0.04027 20.34728
C: -26.18185 -4.11750 16.83029
C: -28.26631 -3.12432 9.76870
C: -34.22488 -4.18241 8.06501
C: -29.73482 -1.08483 12.18022
C: -26.73425 -8.83456 12.77116
C: -24.50771 -7.46559 8.82672
C: -33.93114 2.51948 10.77982
C: -26.22237 -5.58148 17.17000
C: -28.17443 -2.44427 20.66473
C: -33.06573 4.59186 3.67476
C: -30.30794 5.12087 10.50047
C: -26.51485 6.10666 14.96856
C: -27.02980 1.59155 6.86425
C: -25.52854 0.12723 14.63550
C: -25.64420 -6.66998 9.32864
C: -33.70205 3.23955 4.07065
C: -32.55476 -0.26540 10.28171
C: -32.22334 -0.88725 5.71749
C: -25.56493 2.04547 10.56349
C: -29.16605 -4.25925 9.75013
C: -25.39697 6.29102 13.94646
C: -22.95220 -2.33995 11.26769
C: -32.95285 -4.82409 11.31413
H: -32.69449 2.70127 5.91499
H: -26.07045 -8.59853 11.90659
H: -24.79991 4.21353 13.89647
H: -25.03674 -2.17245 8.97879
H: -33.81756 1.76265 8.73024
H: -28.72602 5.08167 8.05560
H: -37.36562 -4.26501 7.60827
H: -22.25474 -2.70190 13.22708
H: -31.77104 -3.23747 12.02524
H: -30.19500 -2.27192 8.22160
H: -25.53031 -7.39198 13.76222
H: -23.49261 -0.27242 11.36033
H: -26.17508 6.12153 16.04379
H: -33.06175 1.38860 4.96294
H: -26.26413 -0.91010 23.03736
H: -26.84805 -3.17311 22.23150
H: -26.09353 -4.73874 10.23171
H: -33.06519 -7.37315 15.80168
H: -25.85499 -5.56876 18.21985
H: -32.88319 -4.45102 4.20217
H: -30.69926 3.03943 12.42036
H: -29.07219 2.11594 7.14570
H: -33.67281 5.16720 2.96373
H: -26.58312 -2.77590 15.07109
H: -29.66806 6.29728 7.12364
H: -31.45080 1.41830 10.55264
H: -28.82485 -9.22584 13.14445
H: -28.64208 -5.18772 9.97896
H: -29.25501 1.42320 15.10578
H: -31.62628 -9.50656 15.77646
H: -26.31131 4.94638 8.04936
H: -27.26011 -4.35121 14.92320
H: -31.53970 -1.30686 17.08028
H: -29.98586 0.74813 16.62452
H: -26.31344 -9.74775 13.26256
H: -23.41630 2.62382 10.59931
H: -31.33799 -2.53003 2.85673
H: -24.54901 -4.80033 9.38438
H: -25.63770 -6.19838 16.51708
H: -31.85025 -6.30580 17.72474
H: -28.25620 -0.20350 8.33390
H: -30.50755 -5.28942 8.43529
H: -33.97272 2.64021 3.19149
H: -33.93199 -4.27218 11.29106
H: -32.24875 4.62650 11.39780
H: -30.83657 5.70094 9.72461
H: -31.27753 -0.92516 20.94193
H: -23.80675 5.08566 14.89093
H: -32.28910 1.05546 13.07532
H: -29.39896 5.63814 10.86674
H: -26.91819 -3.52567 17.34422
H: -29.13586 -4.60373 7.58468
H: -25.20061 1.03817 10.90465
H: -33.36370 -3.06019 13.56114
H: -27.49815 6.98563 5.98853
H: -22.27380 3.34955 15.24474
H: -24.81137 -8.26367 8.15894
H: -25.52104 -0.94836 7.73210
H: -36.17351 -4.54461 6.32844
H: -21.25598 -3.51906 12.06281
H: -30.67669 -5.67732 16.56926
H: -27.32044 -0.10432 21.76799
H: -25.27084 6.06178 7.20200
H: -27.63431 -0.04544 16.42295
H: -26.18511 4.82601 6.31664
H: -24.77718 0.77353 16.43860
H: -22.83692 -1.28086 5.34700
H: -24.37861 -0.50493 5.73876
H: -27.23700 -6.06166 17.12042
H: -34.54504 3.39196 10.55336
H: -29.21760 0.79075 13.24620
H: -32.38233 1.17777 16.14777
H: -26.32085 -6.38694 8.51751
H: -31.35779 0.03761 14.19334
H: -31.44168 0.90173 8.93755
H: -29.62132 1.01416 11.55110
H: -28.70229 1.27309 5.62675
H: -29.09375 -1.16333 5.49805
H: -29.98507 -0.01364 20.25440
H: -29.15976 -3.24577 12.66469
H: -32.13556 4.35058 3.20618
H: -23.76653 -0.39515 15.54576
H: -37.50458 -3.55340 6.06536
H: -29.85431 -0.07354 7.50764
H: -26.64189 0.72278 18.40472
H: -26.91188 -7.91294 14.75080
H: -32.09281 -3.75280 14.55671
H: -23.17165 -2.75613 7.38657
H: -31.73539 2.46081 4.43685
H: -27.54095 7.24174 7.69272
H: -35.40135 -3.15858 9.34278
H: -27.17500 1.55969 15.99114
H: -24.07988 -1.27919 12.75158
H: -24.84792 -1.31853 11.15673
H: -23.05271 1.37126 13.92895
H: -31.47062 -8.89134 17.42398
H: -29.10257 -2.70269 21.18256
H: -28.44377 -2.19547 6.66061
H: -24.35784 -2.23062 5.29917
H: -31.09615 4.21082 13.71501
H: -26.33561 -7.25867 9.95705
H: -31.62498 -3.14816 8.74024
H: -27.52045 2.30644 18.32357
H: -33.63873 -3.10282 4.99906
H: -32.66076 2.96675 9.13834
H: -31.11226 -3.25459 7.04328
H: -32.51284 -4.86828 10.30124
H: -34.69993 3.43241 4.56693
H: -34.51942 1.68530 11.20175
H: -23.96114 -6.78403 8.15664
H: -27.35582 -0.98779 5.92200
H: -25.67484 2.96568 12.53871
H: -33.83857 3.07589 15.91282
H: -33.02417 -0.20353 14.13790
H: -29.92542 -4.08084 10.45113
H: -23.76322 5.31370 13.16821
H: -29.54551 4.34538 12.86594
H: -25.20028 -3.69433 17.10055
H: -28.26013 -10.01048 11.66623
H: -24.12318 2.18697 8.99479
H: -24.40526 2.38643 14.39360
H: -24.93602 7.22601 14.20759
H: -30.82216 -3.04819 4.39621
H: -31.64891 -7.21553 14.78440
H: -27.96786 -3.29641 20.00384
H: -31.41024 6.08252 12.02320
H: -24.41456 3.76448 9.63312
H: -32.33557 -5.28409 16.40679
H: -35.38312 -2.13777 6.43132
H: -22.66117 -2.17147 10.20761
H: -30.79062 -1.12627 12.50247
H: -24.76205 -5.64336 11.02132
H: -27.91228 -1.95205 12.79676
H: -29.99109 -1.23581 18.05130
H: -28.08864 0.11201 11.99589
H: -26.11969 -2.27498 20.99299
H: -34.16942 -2.12288 8.44075
H: -25.74153 6.42135 12.94343
H: -23.15681 -0.95848 7.77836
H: -30.84023 -0.55498 4.21236
H: -31.16315 -4.79284 12.48952
H: -28.38757 0.88934 18.77810
H: -28.25688 -1.51177 20.04928
H: -27.19667 2.30415 11.99505
H: -36.62682 -1.83181 7.66580
H: -31.36289 0.69194 18.39511
H: -23.35344 3.00232 16.57085
H: -32.48936 -0.59452 3.73616
H: -29.73171 -1.40284 11.14301
H: -33.21976 -5.86256 11.40180
H: -27.29951 6.83703 14.90099
H: -23.43423 -3.30574 11.13253
H: -26.21588 1.74427 9.76624
H: -33.23546 2.82069 11.55726
H: -31.57562 2.31623 15.05255
H: -28.60531 -8.27233 11.76786
H: -32.78924 -0.24967 18.98770
H: -33.65177 -3.40809 3.22540
H: -33.90802 2.95564 14.14522
H: -21.99707 1.90655 16.24829
H: -31.43138 0.83736 20.84477

Atomic forces in eV per Å
-0.47 0.14 -0.20
-0.22 -1.18 0.31
0.17 1.08 1.72
0.00 -0.30 -0.34
-0.29 -1.00 0.09
1.12 -0.13 -1.00
-0.61 -1.28 -1.44
0.36 -1.23 -0.37
-3.53 -1.46 -2.69
0.24 -0.19 -0.51
2.57 0.26 0.35
0.98 -0.80 0.01
-0.48 -0.59 -0.26
-0.74 -1.61 0.07
0.50 -1.53 -0.76
-0.58 -1.87 0.85
0.06 1.79 -0.37
-0.01 -0.11 0.06
-0.27 0.23 2.54
0.05 0.17 0.11
0.76 0.38 -0.20
0.12 -0.24 0.35
-0.17 -1.02 -0.55
-1.49 1.45 -0.08
-0.07 0.51 -0.07
1.14 1.37 1.02
-0.93 0.07 -1.84
0.15 0.82 0.82
-1.05 0.89 -0.67
-0.28 1.00 -0.34
-0.70 -0.01 0.36
0.07 -0.13 -0.34
0.36 -1.18 -1.93
0.63 -0.13 -0.27
-0.44 1.31 0.28
-0.42 -0.48 0.95
0.96 0.20 0.96
0.40 0.24 0.16
1.19 -0.07 1.01
-0.24 -0.33 1.48
-0.54 0.32 0.81
0.12 0.05 0.01
-1.74 -0.74 -0.32
-0.59 0.18 -1.77
-0.10 0.20 0.30
0.68 -1.71 1.83
-0.11 -1.35 -0.14
-0.11 -0.17 -2.85
-0.63 -0.54 1.01
0.76 -0.95 0.32
-0.39 0.81 -0.24
0.41 -1.31 -0.51
0.70 -0.77 -0.21
1.10 -0.09 -1.19
0.79 0.87 0.84
0.23 -0.15 0.61
-0.19 -0.76 1.16
1.16 -0.81 -0.44
-0.22 -0.91 1.07
0.08 -1.29 -0.16
0.29 0.40 -0.90
-0.33 1.47 -0.35
-1.43 0.12 0.54
1.46 -0.48 1.05
-1.27 -0.68 -0.07
-1.28 1.70 -0.36
1.14 -0.25 -0.61
0.37 1.49 0.31
0.37 -1.67 0.96
0.33 -0.24 0.04
-1.14 1.94 0.98
-0.42 -1.17 -0.76
-0.56 0.12 -0.78
0.58 0.64 -0.52
1.19 -0.45 0.68
0.51 0.00 0.58
0.62 0.43 0.15
0.00 0.57 -1.40
-0.64 0.18 -0.21
0.28 -0.88 -1.51
0.38 0.68 -0.32
0.03 1.76 -0.92
0.57 0.13 0.04
0.34 0.53 -1.63
-0.23 0.65 -0.30
-0.50 0.36 1.23
0.20 1.04 0.70
-0.10 -1.44 0.37
0.67 -0.50 -0.25
1.31 -0.41 0.58
0.34 0.26 -0.35
0.43 -1.29 -0.73
0.64 0.65 -1.47
0.67 1.29 0.05
0.09 0.73 -0.45
-1.51 -0.89 0.45
0.91 -0.73 -0.39
0.60 -0.01 -1.19
0.12 -0.45 -0.08
-1.17 -0.09 1.45
-0.80 -0.41 -1.32
-1.36 -0.18 0.24
-0.58 0.51 0.49
-0.10 -0.95 0.51
-2.81 -0.09 -0.41
3.52 0.88 2.47
-2.73 0.50 0.35
-1.57 0.42 -0.40
0.27 1.94 -1.52
0.02 0.46 0.93
1.39 -1.14 -0.16
0.90 -0.80 -1.00
-0.33 0.68 1.42
0.30 -0.83 -1.50
-1.14 0.44 -1.17
0.32 0.54 0.06
-0.47 -0.37 0.45
-0.90 -0.64 -0.27
0.10 0.30 0.11
0.08 0.16 0.37
-0.16 -0.17 0.47
0.28 -0.09 0.18
0.54 0.30 -0.12
0.47 1.03 -0.53
-0.21 -0.04 -0.14
-0.10 0.24 0.16
0.12 0.11 0.38
-0.02 -0.02 -1.12
-0.02 -0.08 -0.43
-0.72 0.56 -0.30
-0.66 0.98 -0.20
0.16 -0.36 0.02
0.63 -0.86 0.01
-0.21 -0.96 -0.62
0.81 -0.29 0.44
0.07 0.59 0.18
0.31 -0.11 0.05
0.06 -0.25 0.12
0.23 -0.48 0.55
0.36 -0.19 0.39
0.24 0.14 0.27
-0.06 -0.39 0.52
0.13 0.15 0.37
-0.27 -0.09 0.48
-0.17 -0.18 -0.18
-0.28 0.22 0.05
-0.04 -0.19 0.23
0.53 -0.18 0.49
-0.25 -0.19 -0.18
-0.19 0.81 -0.33
-0.76 0.08 -0.32
-0.69 -0.22 1.03
-0.35 -0.59 0.64
0.87 -0.15 -0.17
0.08 -0.05 0.14
-0.20 -0.01 -0.44
0.23 0.00 0.23
0.17 0.51 -0.22
0.87 -0.35 -0.32
0.34 0.25 0.11
0.63 -0.24 0.01
-0.20 -0.06 0.35
0.29 0.61 0.66
-0.07 0.03 -0.43
-0.37 -0.05 -0.50
-0.48 0.03 0.43
-0.31 0.33 0.70
-0.55 0.98 0.40
-0.39 0.65 0.14
0.13 -0.61 0.45
0.12 -0.01 -0.17
-0.18 -0.40 0.15
-0.50 -0.44 0.48
0.71 -0.93 -0.19
0.05 0.10 -0.25
0.35 -0.38 0.01
0.30 0.33 -0.23
-0.91 0.08 -0.18
-0.57 0.36 0.03
-0.08 0.42 0.33
0.21 -0.11 -0.02
-0.25 -0.11 0.07
-0.14 0.21 -0.26
0.67 0.77 0.23
-0.26 -0.22 0.10
0.21 -0.47 -0.31
0.06 -0.28 0.44
0.37 -0.05 -0.43
0.51 0.19 -0.09
-0.27 -0.27 -0.22
0.37 -0.55 0.09
0.13 0.15 0.41
0.54 0.43 0.12
-0.13 0.28 0.07
0.05 1.25 0.23
0.87 0.33 -0.11
0.41 -0.23 0.16
-0.80 0.59 -0.83
0.29 -0.49 0.13
-0.63 0.52 0.05
-0.12 0.03 0.04
0.04 -0.17 -0.10
0.15 0.68 0.03
0.12 -0.05 0.04
0.06 -0.09 0.34
0.29 0.91 -1.12
0.13 0.12 0.66
-0.09 0.24 -0.37
-0.57 -0.22 -0.15
-0.29 0.04 0.57
0.10 0.57 -1.10
-0.06 0.43 -0.15
0.42 0.22 0.37
0.09 0.17 -0.25
0.07 -0.15 0.01
0.50 -0.01 0.14
-0.37 -0.07 0.30
0.27 0.06 0.15
0.92 0.04 -0.94
0.69 0.77 -0.37
0.08 0.04 0.51
-0.06 0.77 0.37
1.17 -0.29 -0.15
0.01 0.43 -0.31
0.51 -0.31 0.43
0.05 -0.01 0.00
0.28 -0.14 0.06
-0.31 0.68 0.59
-0.41 0.21 -0.36
-0.96 0.16 1.45
1.01 0.03 -0.69
-0.61 -0.19 -0.04
-0.25 -0.17 0.03
0.33 0.16 0.24
0.05 0.27 0.87
-0.06 -0.32 0.10
0.47 0.54 0.06
0.22 -0.24 0.79
-0.05 -0.06 0.32
-0.18 0.27 -0.11
0.06 -1.00 0.21
-0.36 -0.36 0.53
-0.02 -0.50 -0.05
-0.63 -0.35 0.14
0.56 0.22 0.64
0.32 0.13 -0.21
-0.20 0.44 -0.92
0.38 -0.36 -0.18
-0.19 0.23 -0.41
-0.31 0.89 0.10
0.06 0.62 0.07
-0.62 -0.33 0.07
-0.65 -0.12 -0.54
-0.19 -0.77 -0.05
-0.03 -0.16 0.08
0.30 -0.24 0.19
-0.05 -0.31 -0.17
-0.34 -0.84 0.34
0.59 0.34 -0.31
0.15 -0.15 -0.30
-0.66 0.04 0.11
-0.24 -0.06 0.10
-0.89 0.50 -0.81
-0.02 -0.02 -0.18
-0.03 -0.56 0.98
-0.28 0.58 -0.15
-0.46 -0.12 0.64
-0.76 0.36 -0.45
0.18 0.05 0.23
-0.81 -0.08 0.39
0.59 -0.45 0.06
0.47 -0.01 -0.10
0.16 0.93 0.02
0.28 0.17 0.05
-0.35 0.38 -0.26
-0.20 0.49 0.31

Here are the Mulliken charges for atoms 1 to 99, given in e: number 1, N, carries -0.4679; number 2, N, carries -0.8808; number 3, N, carries -0.5107; number 4, N, carries -0.1764; number 5, N, carries 0.2344; number 6, N, carries -0.4868; number 7, N, carries -0.5172; number 8, N, carries 0.3072; number 9, N, carries 0.3726; number 10, N, carries -0.5968; number 11, N, carries -0.5162; number 12, N, carries -0.4925; number 13, N, carries -0.6868; number 14, N, carries -0.5432; number 15, N, carries -0.8023; number 16, N, carries -0.4390; number 17, N, carries -0.5772; number 18, N, carries -0.6551; number 19, N, carries 0.0642; number 20, N, carries -0.5419; number 21, N, carries -0.6432; number 22, N, carries -0.5110; number 23, N, carries -0.0790; number 24, C, carries 0.4279; number 25, C, carries -0.9257; number 26, C, carries 0.1758; number 27, C, carries -1.1805; number 28, C, carries -1.4422; number 29, C, carries -1.0220; number 30, C, carries 1.1345; number 31, C, carries -1.1395; number 32, C, carries -1.3497; number 33, C, carries 0.3560; number 34, C, carries 3.1391; number 35, C, carries -0.3608; number 36, C, carries -0.5732; number 37, C, carries -1.5815; number 38, C, carries 0.0323; number 39, C, carries 3.4910; number 40, C, carries 0.5714; number 41, C, carries 0.2138; number 42, C, carries 0.1123; number 43, C, carries -0.8747; number 44, C, carries -0.5191; number 45, C, carries -0.1997; number 46, C, carries 0.8944; number 47, C, carries -0.3657; number 48, C, carries -1.7061; number 49, C, carries 1.4396; number 50, C, carries -0.5287; number 51, C, carries 3.1582; number 52, C, carries -0.5237; number 53, C, carries -0.3915; number 54, C, carries -1.4049; number 55, C, carries -0.4711; number 56, C, carries -0.0265; number 57, C, carries -0.3373; number 58, C, carries -0.7166; number 59, C, carries 1.7973; number 60, C, carries -1.5536; number 61, C, carries -0.9070; number 62, C, carries -0.6927; number 63, C, carries 3.3832; number 64, C, carries -0.7410; number 65, C, carries -0.5968; number 66, C, carries -0.3363; number 67, C, carries 0.9354; number 68, C, carries 0.1482; number 69, C, carries -0.1609; number 70, C, carries 1.5050; number 71, C, carries -0.3679; number 72, C, carries 0.1303; number 73, C, carries -0.7528; number 74, C, carries -0.2917; number 75, C, carries -0.5238; number 76, C, carries 0.3817; number 77, C, carries 0.6758; number 78, C, carries 2.5135; number 79, C, carries -0.4980; number 80, C, carries 1.3398; number 81, C, carries -0.3865; number 82, C, carries 1.8017; number 83, C, carries 1.2462; number 84, C, carries 0.8891; number 85, C, carries -0.2231; number 86, C, carries -0.0477; number 87, C, carries 0.1380; number 88, C, carries 0.2705; number 89, C, carries -0.6627; number 90, C, carries 0.2222; number 91, C, carries 0.2931; number 92, C, carries -1.0481; number 93, C, carries -0.4995; number 94, C, carries -0.0136; number 95, C, carries 0.1760; number 96, C, carries 0.5644; number 97, C, carries -0.2468; number 98, C, carries -0.8440; number 99, C, carries -0.7605